A 2-piece molecular cluster, C2H9NO2 overall in a non-equilibrium geometry, computed with ωB97M-V/def2-TZVPD.

Output
Energy above the lowest of the compared OMol25 structures with the same formula, charge and spin = 4.3 kcal/mol
DFT total energy = -7804.538 eV
SMILES string = NCCO.O
Molecular weight = 79.1 Da
Net charge = 0
LUMO level = 0.6 eV

Atoms and positions in Å:
1 N -0.532 1.209 -0.427
2 C 0.716 0.798 0.270
3 C 1.369 -0.336 -0.475
4 O 2.493 -0.767 0.284
5 H -1.153 0.415 -0.328
6 H -0.847 2.017 0.086
7 H 1.406 1.636 0.366
8 H 0.496 0.465 1.293
9 H 0.639 -1.148 -0.567
10 H 1.697 0.003 -1.460
11 H 3.040 -1.363 -0.233
12 O -2.860 -0.765 0.141
13 H -3.506 -1.453 -0.045
14 H -2.956 -0.712 1.095



C5H2GdO6 as an isolated structure in a non-equilibrium geometry, computed with ωB97M-V/def2-TZVPD.

Output
<S²> = 16.325
Spin multiplicity = 8
DFT total energy = -38280.740 eV
Molecular weight = 315.3 Da
Net charge = +3
LUMO level (alpha / beta) = -19.0 / -18.1 eV

Atoms and positions in Å:
1 O -2.351 1.975 -1.004
2 C -1.500 1.292 -0.642
3 Gd -0.085 0.157 -0.041
4 O -2.024 -1.255 1.859
5 C -1.296 -0.724 1.145
6 C 1.126 1.039 -1.228
7 O 1.855 1.569 -1.942
8 C 0.343 1.417 1.331
9 O 0.600 2.175 2.156
10 C -0.512 -1.102 -1.413
11 O -0.769 -1.860 -2.239
12 O 1.606 -1.164 0.673
13 H 1.774 -1.807 -0.061
14 H 1.231 -1.712 1.407



C15H11BF4N2O7S2W as an isolated structure in a non-equilibrium geometry, computed with ωB97M-V/def2-TZVPD.

Output
Energy above the lowest of the compared OMol25 structures with the same formula, charge and spin = 11.5 kcal/mol
DFT total energy = -68079.387 eV
Molecular weight = 666.0 Da
Net charge = +2
LUMO level = -9.1 eV

Atoms and positions in Å:
1 W -0.019 -0.421 -0.843
2 O 1.787 -0.535 -0.830
3 C 2.924 -0.632 -0.090
4 C 4.165 -0.510 -0.685
5 C 5.277 -0.614 0.129
6 C 5.140 -0.846 1.498
7 C 3.891 -0.983 2.068
8 C 2.747 -0.878 1.270
9 C 1.409 -1.079 1.772
10 N 0.239 -1.134 1.053
11 C -0.785 -1.432 1.966
12 C -0.240 -1.562 3.185
13 N 1.112 -1.334 3.041
14 H 4.244 -0.334 -1.749
15 H 6.264 -0.516 -0.303
16 H 6.022 -0.929 2.118
17 H 3.818 -1.180 3.129
18 H -1.804 -1.553 1.658
19 H -0.685 -1.805 4.134
20 H 1.789 -1.369 3.789
21 O -3.736 -0.838 -2.136
22 S -2.682 -0.123 -1.547
23 O -1.395 0.089 -2.317
24 O -2.038 -0.817 -0.348
25 C -3.111 1.565 -1.269
26 C -4.439 1.900 -1.414
27 C -4.810 3.246 -1.489
28 C -3.848 4.233 -1.456
29 C -2.500 3.902 -1.294
30 C -2.126 2.578 -1.203
31 S -0.456 2.298 -0.671
32 O 0.440 1.459 -1.589
33 O 0.117 3.499 -0.218
34 O -0.644 1.189 0.356
35 H -5.181 1.119 -1.514
36 H -5.855 3.500 -1.600
37 H -4.126 5.274 -1.540
38 H -1.756 4.682 -1.208
39 F 0.042 -5.264 -1.375
40 B 0.234 -4.313 -0.512
41 F -0.079 -1.956 -1.831
42 F -0.784 -3.757 0.134
43 F 1.440 -3.815 -0.271



The molecule C3H3NO, computed with ωB97M-V/def2-TZVPD.

Output
Energy above the lowest of the compared OMol25 structures with the same formula, charge and spin = 72.7 kcal/mol
DFT total energy = -6693.340 eV
SMILES string = C#C/C=N/O
Molecular weight = 69.1 Da
Net charge = 0
LUMO level = 0.7 eV

Atoms and positions in Å:
1 C -0.489 0.540 2.441
2 C -0.157 0.163 1.356
3 C 0.236 -0.334 0.066
4 N -0.191 0.185 -1.008
5 O 0.442 -0.425 -2.087
6 H -0.876 0.915 3.353
7 H 1.001 -1.112 0.068
8 H 0.135 0.088 -2.845



C5H8ClOPS as an isolated structure in a non-equilibrium geometry, computed with ωB97M-V/def2-TZVPD.

Output
Energy above the lowest of the compared OMol25 structures with the same formula, charge and spin = 73.5 kcal/mol
DFT total energy = -40006.584 eV
Molecular weight = 182.6 Da
Net charge = 0
LUMO level (alpha / beta) = -3.1 / -3.1 eV

Atoms and positions in Å:
1 C -0.292 0.111 0.778
2 C 0.562 0.944 0.098
3 C 0.040 -1.337 0.603
4 C 0.491 2.345 -0.265
5 C -0.951 -1.820 -0.555
6 O 1.350 -1.541 0.161
7 P 1.944 -0.091 -0.292
8 S 3.853 0.162 -0.264
9 Cl -3.285 0.509 0.380
10 H -1.220 0.442 1.218
11 H -0.229 -1.732 1.621
12 H 1.075 2.432 -1.160
13 H 0.702 2.979 0.560
14 H -0.557 2.476 -0.510
15 H -0.925 -2.949 -0.654
16 H -0.549 -1.387 -1.403
17 H -2.009 -1.545 -0.316



A 2-piece molecular cluster, C2H8N4 overall in a non-equilibrium geometry, computed with ωB97M-V/def2-TZVPD.

Output
Energy above the lowest of the compared OMol25 structures with the same formula, charge and spin = 73.1 kcal/mol
DFT total energy = -8161.082 eV
SMILES string = [H]/N=C/N.[H]/N=C\N
Molecular weight = 88.1 Da
Net charge = 0
LUMO level = 0.9 eV

Atoms and positions in Å:
1 H -0.217 -1.235 -0.297
2 N -0.849 -1.920 0.218
3 C -0.323 -1.944 1.437
4 N -1.080 -2.252 2.578
5 H 0.690 -2.143 1.736
6 H -2.052 -2.264 2.420
7 H -0.738 -2.772 3.438
8 H 0.482 3.803 -1.319
9 N 0.948 3.068 -0.737
10 C 0.479 1.891 -1.110
11 N 0.853 1.346 -2.367
12 H -0.280 1.212 -0.420
13 H 0.387 0.424 -2.569
14 H 1.682 1.601 -2.796



The molecule C19H28N2O4, computed with ωB97M-V/def2-TZVPD.

Output
Energy above the lowest of the compared OMol25 structures with the same formula, charge and spin = 23.7 kcal/mol
DFT total energy = -31328.406 eV
SMILES string = CCOc1ccc(C(=O)NCC(=O)N2CCC(C)CC2)cc1OCC
Molecular weight = 348.4 Da
Net charge = 0
LUMO level = 0.6 eV

Atoms and positions in Å:
1 C -6.670 -1.031 0.565
2 C -6.188 -1.090 -0.880
3 O -4.953 -1.771 -1.012
4 C -3.802 -1.304 -0.461
5 C -2.830 -2.281 -0.256
6 C -1.589 -1.977 0.259
7 C -1.277 -0.662 0.577
8 C 0.066 -0.376 1.143
9 O 0.697 -1.198 1.786
10 N 0.558 0.859 0.883
11 C 1.837 1.321 1.372
12 C 2.804 1.608 0.216
13 O 2.979 2.759 -0.147
14 N 3.390 0.561 -0.391
15 C 3.322 -0.833 -0.015
16 C 4.690 -1.307 0.480
17 C 5.757 -1.089 -0.594
18 C 7.135 -1.513 -0.096
19 C 5.748 0.385 -1.006
20 C 4.350 0.809 -1.450
21 C -2.238 0.327 0.383
22 C -3.492 0.034 -0.134
23 O -4.447 0.989 -0.352
24 C -4.223 2.317 0.078
25 C -5.496 3.103 -0.196
26 H -7.669 -0.605 0.600
27 H -6.005 -0.415 1.165
28 H -6.697 -2.031 0.992
29 H -6.131 -0.085 -1.306
30 H -6.876 -1.693 -1.479
31 H -3.090 -3.295 -0.515
32 H -0.852 -2.747 0.425
33 H 0.065 1.479 0.262
34 H 1.701 2.270 1.903
35 H 2.220 0.572 2.066
36 H 2.565 -1.010 0.746
37 H 3.041 -1.407 -0.907
38 H 4.628 -2.363 0.745
39 H 4.960 -0.747 1.378
40 H 5.499 -1.697 -1.469
41 H 7.884 -1.364 -0.871
42 H 7.133 -2.564 0.184
43 H 7.422 -0.926 0.774
44 H 6.453 0.556 -1.820
45 H 6.053 1.001 -0.158
46 H 4.322 1.875 -1.682
47 H 4.049 0.239 -2.337
48 H -2.012 1.344 0.663
49 H -3.990 2.335 1.151
50 H -3.382 2.758 -0.476
51 H -5.366 4.135 0.118
52 H -6.328 2.666 0.348
53 H -5.725 3.081 -1.258



The molecule C7H14N2 in a non-equilibrium geometry, computed with ωB97M-V/def2-TZVPD.

Output
Energy above the lowest of the compared OMol25 structures with the same formula, charge and spin = 115.0 kcal/mol
DFT total energy = -10461.378 eV
Molecular weight = 126.2 Da
Net charge = 0
LUMO level (alpha / beta) = 0.1 / 0.2 eV

Atoms and positions in Å:
1 C -1.559 -0.834 0.805
2 C -0.498 1.550 -1.065
3 C -0.670 -0.629 -2.172
4 C 2.195 0.077 0.741
5 N -0.493 0.107 -0.944
6 C -0.189 -0.634 0.393
7 C 0.779 0.175 1.228
8 C 0.427 0.845 2.319
9 N 0.097 -1.997 0.423
10 H -0.479 -2.552 -0.207
11 H -2.253 -1.367 0.170
12 H -1.968 -0.446 1.731
13 H -1.429 1.896 -1.526
14 H -0.395 2.024 -0.091
15 H 0.335 1.879 -1.697
16 H 0.093 -0.331 -2.902
17 H -1.655 -0.433 -2.611
18 H -0.549 -1.701 -2.014
19 H 2.511 -0.967 0.753
20 H 2.260 0.423 -0.295
21 H 2.863 0.682 1.354
22 H 1.167 1.362 2.916
23 H -0.588 0.870 2.690



C19H28AlIO2 as an isolated structure in a non-equilibrium geometry, computed with ωB97M-V/def2-TZVPD.

Output
Energy above the lowest of the compared OMol25 structures with the same formula, charge and spin = 14.0 kcal/mol
DFT total energy = -38948.222 eV
Molecular weight = 442.3 Da
Net charge = 0
LUMO level = 0.3 eV

Atoms and positions in Å:
1 O -2.593 -1.695 -1.064
2 C -3.154 -2.744 -0.185
3 C -3.909 -3.503 -1.231
4 H -3.825 -2.261 0.536
5 H -2.419 -3.419 0.290
6 C -3.263 -2.421 -2.132
7 H -4.980 -3.460 -1.104
8 H -3.536 -4.514 -1.361
9 C -4.288 -1.545 -2.845
10 H -4.980 -1.083 -2.129
11 H -4.841 -2.164 -3.575
12 H -3.764 -0.741 -3.378
13 C -2.227 -3.018 -3.071
14 H -1.494 -3.593 -2.482
15 H -1.719 -2.189 -3.584
16 H -2.725 -3.666 -3.818
17 Al 1.600 1.842 1.374
18 C 4.848 1.677 1.219
19 C 4.221 1.550 2.480
20 C 3.070 0.682 2.342
21 H 4.576 1.967 3.430
22 C 3.016 0.284 0.915
23 C 4.146 0.912 0.266
24 H 4.434 0.755 -0.778
25 H 5.781 2.220 1.033
26 H 2.588 0.124 3.153
27 H 2.561 -0.653 0.570
28 C 2.601 4.625 0.568
29 C 2.890 3.664 -0.421
30 C 1.752 2.798 -0.569
31 H 3.788 3.633 -1.035
32 C 0.698 3.322 0.298
33 C 1.269 4.457 1.005
34 H 0.728 5.117 1.680
35 H 3.275 5.410 0.895
36 H 1.580 2.126 -1.413
37 H -0.369 3.128 0.172
38 O 0.075 0.541 1.043
39 C 0.083 -0.166 -0.288
40 C -0.209 -1.582 0.105
41 H 1.066 -0.029 -0.758
42 H -0.694 0.313 -0.890
43 C -1.276 -1.351 1.206
44 H 0.702 -2.021 0.529
45 H -0.539 -2.176 -0.726
46 C -0.610 -0.338 2.099
47 H -1.653 -2.232 1.726
48 H -2.152 -0.812 0.813
49 H 0.187 -0.768 2.718
50 H -1.258 0.302 2.706
51 I 0.943 2.689 3.666



A 8-piece molecular cluster, C39H60F9I2N4O22S overall in a non-equilibrium geometry, computed with ωB97M-V/def2-TZVPD.

Output
DFT total energy = -143893.026 eV
Molecular weight = 1393.8 Da
Net charge = +1
LUMO level = -4.6 eV

Atoms and positions in Å:
1 C 4.781 -0.537 0.426
2 C 4.993 0.296 -0.971
3 I 6.827 -0.363 -1.996
4 C 4.908 1.950 -0.781
5 I 6.991 2.673 -0.653
6 N 4.061 2.344 0.447
7 C 2.679 2.202 -0.168
8 C 2.361 3.786 -0.442
9 C 1.568 4.255 -1.796
10 C 0.376 3.247 -2.294
11 C -1.138 3.902 -2.028
12 C -2.129 2.637 -1.726
13 C -3.035 2.156 -3.048
14 F -4.107 1.287 -2.423
15 F -3.757 3.334 -3.555
16 C -2.262 1.212 -4.097
17 F -1.047 0.621 -3.420
18 F -3.146 0.018 -4.374
19 S -1.731 1.892 -5.724
20 F -1.948 0.298 -6.402
21 F -0.097 1.402 -5.347
22 F -1.326 3.443 -5.147
23 F -3.297 2.327 -6.248
24 F -1.146 2.376 -7.260
25 N 3.547 4.698 -0.062
26 O 2.858 5.736 0.442
27 C 4.301 3.802 0.893
28 N 5.093 4.049 1.985
29 C 5.382 5.470 2.414
30 C 5.732 2.934 2.835
31 C 4.747 2.396 4.041
32 C 5.696 2.259 5.411
33 C 5.110 1.099 6.459
34 C 6.209 -0.128 6.641
35 N 5.580 -1.457 6.245
36 H 5.412 -0.074 1.299
37 H 5.030 -1.677 0.316
38 H 3.620 -0.459 0.693
39 H 4.067 0.016 -1.669
40 H 4.472 2.435 -1.781
41 H 2.544 1.618 -1.174
42 H 1.994 1.594 0.577
43 H 1.549 4.012 0.403
44 H 1.056 5.302 -1.536
45 H 2.392 4.446 -2.623
46 H 0.562 3.063 -3.459
47 H 0.427 2.159 -1.811
48 H -1.484 4.624 -2.881
49 H -1.051 4.523 -1.034
50 H -1.612 1.721 -1.181
51 H -2.944 3.031 -0.947
52 H 2.631 5.615 1.410
53 H 5.339 6.151 1.439
54 H 4.454 5.823 3.070
55 H 6.368 5.610 3.035
56 H 6.054 2.004 2.194
57 H 6.685 3.445 3.331
58 H 4.417 1.278 3.799
59 H 3.797 3.075 4.225
60 H 6.813 2.025 5.133
61 H 5.696 3.259 6.031
62 H 4.096 0.630 6.040
63 H 4.874 1.551 7.515
64 H 7.166 0.010 5.959
65 H 6.572 -0.163 7.775
66 H 5.459 -1.490 5.195
67 H 4.621 -1.466 6.677
68 C 9.299 -2.919 10.137
69 C 8.201 -3.377 9.233
70 O 7.292 -2.293 9.248
71 C 8.007 -1.181 9.588
72 O 7.577 -0.041 9.532
73 O 9.267 -1.510 9.999
74 H 10.274 -3.315 9.843
75 H 9.112 -3.175 11.185
76 H 8.545 -3.537 8.206
77 H 7.720 -4.291 9.593
78 C -6.624 0.415 -4.842
79 C -5.722 0.164 -6.007
80 O -6.395 -0.851 -6.728
81 C -7.716 -0.766 -6.392
82 O -8.610 -1.378 -6.953
83 O -7.906 0.093 -5.348
84 H -6.590 1.454 -4.505
85 H -6.403 -0.242 -3.994
86 H -5.616 1.044 -6.651
87 H -4.728 -0.173 -5.699
88 C -11.877 -2.874 -7.878
89 C -10.975 -3.125 -9.043
90 O -11.648 -4.140 -9.764
91 C -12.969 -4.055 -9.428
92 O -13.863 -4.667 -9.989
93 O -13.159 -3.196 -8.384
94 H -11.842 -1.835 -7.541
95 H -11.656 -3.531 -7.030
96 H -10.869 -2.245 -9.687
97 H -9.981 -3.462 -8.736
98 C 10.621 -1.522 14.260
99 C 11.699 -0.526 13.982
100 O 12.441 -1.131 12.940
101 C 11.603 -2.008 12.314
102 O 11.860 -2.578 11.267
103 O 10.440 -2.163 13.012
104 H 9.693 -1.049 14.592
105 H 10.924 -2.270 15.001
106 H 11.303 0.430 13.623
107 H 12.333 -0.343 14.854
108 C 4.120 4.397 8.990
109 C 4.973 5.491 9.544
110 O 5.785 5.859 8.446
111 C 5.114 5.490 7.315
112 O 5.443 5.808 6.185
113 O 4.026 4.722 7.616
114 H 3.128 4.368 9.450
115 H 4.586 3.411 9.089
116 H 4.386 6.360 9.858
117 H 5.587 5.154 10.385
118 C -6.554 -4.577 -9.108
119 C -6.519 -4.950 -10.555
120 O -6.821 -6.332 -10.542
121 C -7.506 -6.578 -9.387
122 O -8.068 -7.630 -9.130
123 O -7.482 -5.493 -8.558
124 H -6.887 -3.547 -8.952
125 H -5.586 -4.716 -8.616
126 H -7.282 -4.427 -11.140
127 H -5.539 -4.771 -11.007
128 C -16.037 -7.181 -9.685
129 C -16.305 -7.598 -11.095
130 O -17.223 -8.665 -10.950
131 C -17.843 -8.494 -9.746
132 O -18.813 -9.134 -9.373
133 O -17.238 -7.513 -9.014
134 H -15.828 -6.111 -9.600
135 H -15.213 -7.742 -9.232
136 H -16.775 -6.804 -11.684
137 H -15.400 -7.933 -11.609